No. 1
Formula: C48H71BClF20N3O21PS2
Source: the OMol25 dataset
Level of theory: wB97M-V/def2-TZVPD

Results
* LUMO energy: -3.0 eV
* largest force on an atom: 4.89 eV/A
* charge: +1
* HOMO level: -10.915 eV
* HOMO-LUMO gap: 7.96 eV

The geometry in XYZ format:
```
168
C48H71BClF20N3O21PS2 wB97M-V/def2-TZVPD
C -4.39 -2.31 3.33
H -3.10 -2.54 -2.27
H 9.28 5.44 -5.64
N -0.39 4.94 -1.42
H -10.47 9.30 -2.68
H 10.33 3.71 -4.22
C -0.93 1.47 -4.48
H -11.07 3.49 -1.84
H -1.57 4.12 1.27
H -2.28 -4.92 -1.98
C 9.27 3.94 -4.11
O 0.92 4.53 1.13
H -2.57 4.82 0.02
C -1.58 0.34 2.79
H -0.75 2.24 2.23
H -0.46 2.06 -5.28
C -2.02 -2.75 -2.13
H 9.54 6.09 -4.03
O -2.02 -1.73 3.91
O -8.01 0.97 -1.20
H -10.34 1.08 -2.04
O 7.71 6.10 -2.36
C -0.15 1.79 -3.20
H -4.92 -3.27 3.42
H 1.53 2.25 -1.17
H -10.21 10.27 -5.57
H 3.42 3.01 -0.17
H 0.62 -6.18 6.58
H 0.01 -0.18 0.44
F -8.55 6.04 -5.11
C 0.59 -6.79 5.67
O 10.96 -8.07 7.83
C -0.85 -8.46 4.87
H 9.99 -7.56 5.62
C 3.39 2.53 0.83
C -2.29 -8.98 4.95
C 3.21 -5.40 0.89
C -1.12 -1.11 2.96
C -0.60 0.74 0.49
O -9.97 8.29 -5.18
H 9.00 3.83 -3.06
O 4.48 -5.40 3.23
H 4.16 2.90 2.82
H -9.02 10.01 -3.39
H -2.65 -4.00 -0.49
F -6.59 -0.37 -3.75
F 10.59 -7.33 10.43
C -10.56 9.56 -4.83
H -10.69 1.80 -3.61
H -0.52 -1.76 -0.86
C -10.05 3.23 -2.14
F 4.99 6.38 -2.31
C 1.12 -0.82 -3.16
O 1.01 -1.99 -3.20
H 3.83 1.53 0.69
H -0.82 0.43 -4.81
H -1.61 0.30 0.42
H 8.28 -7.20 5.44
C -0.99 5.58 -2.27
C -10.58 7.21 -4.70
C -1.49 -1.54 -1.31
C 6.20 -6.90 2.44
H -1.75 0.85 3.74
O -2.51 -3.61 2.77
H -2.53 0.19 -1.88
C 7.09 6.00 -3.38
O 4.42 -6.14 1.11
C -1.54 -0.20 -2.14
C 4.94 -6.04 2.33
C 8.98 5.35 -4.60
H -1.14 -1.69 2.02
F -2.51 -9.59 6.12
P -2.16 2.51 -0.61
H 9.40 -9.83 6.53
H -1.98 1.75 -4.46
H 2.53 5.48 -0.78
H -4.23 2.98 -1.72
H 1.68 6.42 -2.07
H 3.97 -3.46 1.45
C 9.72 -6.88 9.54
F 9.85 -5.54 9.49
N 0.86 -0.02 -2.02
H 2.73 -5.86 0.03
H 0.92 1.79 -3.50
F 7.00 -6.76 1.38
C 0.34 3.76 -1.86
O -0.38 3.17 -2.96
O 8.90 -7.27 7.38
H -0.13 -1.16 3.43
F 8.50 -7.14 10.00
H 2.53 -5.50 1.74
H 7.69 -9.43 6.40
C -10.02 1.85 -2.75
C 1.73 4.24 -2.46
C 8.67 -9.24 5.96
B 1.18 3.30 0.58
H 4.08 4.38 1.83
H 8.67 -9.59 4.93
C 2.30 5.55 -1.84
H 0.41 0.94 2.37
F 1.65 -0.25 -4.27
C -10.11 9.99 -3.45
H -10.49 10.99 -3.22
H 0.85 -6.52 3.55
H 2.47 3.43 -2.52
C -0.57 1.20 1.95
H 1.35 -7.57 5.78
H -2.91 3.66 -2.63
F 5.40 7.48 -4.11
H -2.20 -1.46 -0.47
H -3.27 3.68 1.16
F 6.91 -6.60 3.52
F 4.94 5.38 -4.22
H 8.68 3.21 -4.67
H -9.70 3.97 -2.86
O -0.02 -3.73 0.50
N -0.50 1.64 -0.71
Cl -0.59 -6.44 -0.01
H 4.21 -3.87 -0.24
H -9.40 3.29 -1.27
C -6.50 0.78 -3.08
C -0.35 0.80 -1.95
S -1.87 6.17 -3.45
O -11.55 7.21 -4.00
O -8.70 1.53 -3.26
H 3.26 5.73 -2.35
O 2.94 0.24 -1.13
C -9.88 5.95 -5.20
C -1.97 -4.08 -1.35
H -3.31 1.97 -2.81
H 1.73 4.86 1.52
F -5.49 0.65 -2.20
C 3.51 -3.95 0.59
C -7.82 1.11 -2.37
F -10.17 5.71 -6.48
C 4.30 3.30 1.81
F 1.75 -1.23 -0.16
H 5.35 3.12 1.55
O 0.69 -4.55 -1.69
O -0.73 -7.37 5.62
F -3.18 -8.00 4.83
C 0.58 2.65 -0.77
C 9.96 -7.50 8.16
H 0.07 -5.17 4.35
F 5.88 -8.20 2.52
H -4.62 -1.73 4.23
H 1.82 -5.43 4.54
C 1.88 -0.28 -1.09
H -2.55 0.39 2.25
F -2.54 -9.87 3.99
C 5.59 6.31 -3.51
C -2.88 -2.60 3.30
F -6.14 1.72 -3.95
S -0.35 -4.50 -0.69
H -1.64 -0.57 -3.17
C 9.00 -7.77 6.03
H 2.59 -3.42 0.34
H 1.47 4.50 -3.50
C 0.85 -5.93 4.46
H -11.64 9.51 -4.90
C -2.36 3.88 0.56
O 0.02 -8.98 4.25
H -1.59 -2.80 -3.14
H -4.72 -1.75 2.45
F -10.25 4.87 -4.50
O 2.04 2.47 1.33
C -3.21 2.76 -2.07
O 7.57 5.63 -4.56
```

Löwdin population analysis, charges in e, atoms 1 to 99: number 1, C, carries 0.024; number 2, H, carries 0.128; number 3, H, carries 0.127; number 4, N, carries 0.108; number 5, H, carries 0.078; number 6, H, carries 0.086; number 7, C, carries 0.005; number 8, H, carries 0.095; number 9, H, carries 0.044; number 10, H, carries 0.109; number 11, C, carries -0.058; number 12, O, carries 0.195; number 13, H, carries 0.049; number 14, C, carries -0.139; number 15, H, carries 0.108; number 16, H, carries 0.109; number 17, C, carries -0.194; number 18, H, carries 0.128; number 19, O, carries -0.020; number 20, O, carries 0.173; number 21, H, carries 0.127; number 22, O, carries 0.178; number 23, C, carries -0.251; number 24, H, carries 0.088; number 25, H, carries 0.130; number 26, H, carries 0.127; number 27, H, carries 0.119; number 28, H, carries 0.126; number 29, H, carries 0.122; number 30, F, carries 0.164; number 31, C, carries -0.190; number 32, O, carries 0.175; number 33, C, carries -0.398; number 34, H, carries 0.128; number 35, C, carries -0.225; number 36, C, carries -0.549; number 37, C, carries -0.190; number 38, C, carries -0.146; number 39, C, carries -0.184; number 40, O, carries 0.034; number 41, H, carries 0.077; number 42, O, carries 0.165; number 43, H, carries 0.090; number 44, H, carries 0.083; number 45, H, carries 0.113; number 46, F, carries 0.175; number 47, F, carries 0.175; number 48, C, carries -0.193; number 49, H, carries 0.129; number 50, H, carries 0.073; number 51, C, carries -0.053; number 52, F, carries 0.129; number 53, C, carries -0.444; number 54, O, carries 0.243; number 55, H, carries 0.114; number 56, H, carries 0.089; number 57, H, carries 0.071; number 58, H, carries 0.105; number 59, C, carries -0.711; number 60, C, carries -0.398; number 61, C, carries -0.180; number 62, C, carries -0.543; number 63, H, carries 0.129; number 64, O, carries 0.113; number 65, H, carries 0.092; number 66, C, carries -0.401; number 67, O, carries 0.044; number 68, C, carries -0.082; number 69, C, carries -0.395; number 70, C, carries -0.190; number 71, H, carries 0.110; number 72, F, carries 0.171; number 73, P, carries 1.085; number 74, H, carries 0.078; number 75, H, carries 0.086; number 76, H, carries 0.073; number 77, H, carries 0.070; number 78, H, carries 0.088; number 79, H, carries 0.083; number 80, C, carries -0.549; number 81, F, carries 0.165; number 82, N, carries 0.106; number 83, H, carries 0.116; number 84, H, carries 0.149; number 85, F, carries 0.170; number 86, C, carries -0.414; number 87, O, carries -0.099; number 88, O, carries 0.033; number 89, H, carries 0.143; number 90, F, carries 0.165; number 91, H, carries 0.113; number 92, H, carries 0.084; number 93, C, carries -0.177; number 94, C, carries -0.108; number 95, C, carries -0.056; number 96, B, carries -0.618; number 97, H, carries 0.076; number 98, H, carries 0.083; number 99, C, carries -0.053

No. 2
Formula: C16H54N6O11
Source: the OMol25 dataset
Level of theory: wB97M-V/def2-TZVPD

Results
* LUMO energy: 0.2 eV
* largest force on an atom: 11.51 eV/A
* SMILES: NC(N)=O.NC(N)=O.NC(N)=O.CCO.CCO.CCO.CCO.CCO.CO.CO.CO
* HOMO level: -8.820 eV
* HOMO-LUMO gap: 8.99 eV

The geometry in XYZ format:
```
87
C16H54N6O11 wB97M-V/def2-TZVPD
H -1.24 -3.30 1.34
H 3.48 2.41 1.91
H -2.70 3.29 -0.25
H 3.40 0.69 1.98
C -2.09 4.44 1.41
H -2.20 3.73 2.14
H -0.38 -2.96 -4.27
H -0.36 3.67 -3.57
H -1.92 -3.21 -3.51
N 0.73 -1.24 2.55
H 1.00 -0.53 -2.44
H -5.28 -0.87 -0.45
H -4.24 0.69 3.09
H 0.10 -4.54 -2.49
H -1.51 -0.94 -0.96
O 0.29 2.92 2.38
C -0.93 -2.80 -3.33
C 3.95 1.52 1.51
H -3.91 -2.38 -2.29
H 1.28 0.65 0.44
H 1.56 2.07 3.58
H 4.41 2.28 -0.59
N 1.99 -0.72 -2.27
H -3.82 0.81 -0.97
O -3.32 5.14 1.23
H -1.78 -1.07 -3.54
H -1.05 1.58 -1.77
H -0.85 3.37 -0.04
N 0.36 0.76 0.86
H 0.43 -3.09 -1.64
H 0.54 -0.48 1.92
H 2.76 0.64 -1.38
H 0.27 1.60 1.44
H -0.56 -1.65 0.93
H 4.94 -3.73 0.59
H -1.06 -3.92 -1.40
C -0.82 0.38 0.35
H 0.06 1.06 3.33
H -2.05 1.31 2.75
H -1.30 5.09 1.67
C -3.89 -2.38 -1.21
H -3.44 5.79 1.93
H 1.53 -0.34 -4.73
C -1.83 3.84 0.03
H 1.38 -0.91 3.32
C 0.00 -2.31 2.62
C -0.34 -3.61 -2.17
C 0.48 2.06 3.45
H 4.63 0.63 -0.53
O 2.22 -1.81 0.21
H -3.06 -0.39 3.55
H -1.79 4.62 -0.72
O -0.99 3.00 -3.34
H -3.78 -0.80 0.45
H 2.67 -3.77 -0.44
C 2.89 -3.08 0.28
H 0.42 1.31 -2.85
H 2.64 -3.55 1.27
N -0.65 -2.44 1.55
H -4.60 -3.12 -0.93
C 4.38 -2.83 0.28
H 0.03 2.38 4.37
C -0.38 2.08 -2.45
C 2.83 -0.95 -3.18
H 4.70 -2.39 -0.73
H 1.75 -1.70 1.01
N -0.66 -0.67 -0.44
H -2.90 -2.64 -0.89
H 0.16 -1.15 -0.83
O 4.14 -1.22 -3.00
H 4.83 -2.16 1.04
H -4.00 0.58 4.72
N 2.47 -0.68 -4.37
H 2.16 -1.16 -1.39
O -0.12 -3.16 3.73
H 5.00 1.58 1.81
O -3.70 -0.05 -1.42
H 3.22 -0.73 -5.10
H 0.28 2.69 -1.89
H -0.20 3.67 2.74
C -4.19 -1.01 -0.55
O 2.71 1.14 -0.54
C 4.00 1.43 -0.08
O -2.56 1.62 3.52
O -1.05 -1.47 -2.96
O -2.08 0.83 0.84
C -3.51 0.57 3.81
```

How is the electron density shared among the atoms? According to Löwdin, the charges in e are: number 1, H, carries 0.178; number 2, H, carries 0.055; number 3, H, carries 0.064; number 4, H, carries 0.058; number 5, C, carries -0.300; number 6, H, carries 0.059; number 7, H, carries 0.114; number 8, H, carries 0.067; number 9, H, carries 0.105; number 10, N, carries 0.129; number 11, H, carries 0.085; number 12, H, carries 0.112; number 13, H, carries 0.046; number 14, H, carries 0.078; number 15, H, carries 0.100; number 16, O, carries -0.122; number 17, C, carries -0.304; number 18, C, carries -0.047; number 19, H, carries 0.072; number 20, H, carries 0.088; number 21, H, carries 0.085; number 22, H, carries 0.097; number 23, N, carries 0.155; number 24, H, carries 0.097; number 25, O, carries -0.062; number 26, H, carries 0.149; number 27, H, carries 0.053; number 28, H, carries 0.055; number 29, N, carries 0.159; number 30, H, carries 0.033; number 31, H, carries 0.013; number 32, H, carries 0.051; number 33, H, carries 0.058; number 34, H, carries 0.034; number 35, H, carries 0.077; number 36, H, carries 0.068; number 37, C, carries -0.481; number 38, H, carries 0.066; number 39, H, carries 0.010; number 40, H, carries 0.097; number 41, C, carries -0.054; number 42, H, carries 0.085; number 43, H, carries 0.148; number 44, C, carries -0.068; number 45, H, carries 0.171; number 46, C, carries -0.653; number 47, C, carries -0.057; number 48, C, carries -0.160; number 49, H, carries 0.119; number 50, O, carries -0.121; number 51, H, carries 0.082; number 52, H, carries 0.076; number 53, O, carries -0.081; number 54, H, carries 0.094; number 55, H, carries 0.078; number 56, C, carries -0.256; number 57, H, carries 0.094; number 58, H, carries 0.137; number 59, N, carries 0.181; number 60, H, carries 0.066; number 61, C, carries -0.087; number 62, H, carries 0.094; number 63, C, carries -0.165; number 64, C, carries -0.696; number 65, H, carries 0.083; number 66, H, carries 0.007; number 67, N, carries 0.152; number 68, H, carries 0.033; number 69, H, carries 0.083; number 70, O, carries -0.086; number 71, H, carries 0.078; number 72, H, carries 0.056; number 73, N, carries 0.158; number 74, H, carries 0.056; number 75, O, carries -0.153; number 76, H, carries 0.074; number 77, O, carries -0.104; number 78, H, carries 0.149; number 79, H, carries 0.059; number 80, H, carries 0.089; number 81, C, carries -0.321; number 82, O, carries -0.143; number 83, C, carries -0.263; number 84, O, carries -0.149; number 85, O, carries -0.131; number 86, O, carries -0.099; number 87, C, carries -0.106

> Which of these has the lowest LUMO energy?

C48H71BClF20N3O21PS2

> What is the formula in the second record?

C16H54N6O11

> Among the records above, which one has the lowest HOMO-LUMO gap?

C48H71BClF20N3O21PS2

> Which of these has the lowest LUMO energy?

C48H71BClF20N3O21PS2